A 10-piece molecular cluster, C38H64F36N10O26S12 overall at a distorted geometry, computed with ωB97M-V/def2-TZVPD.

Results
total charge	-2
E	-12363.19014	a.u.
strongest force on any atom	7.5	eV Å⁻¹
gap between HOMO and LUMO	7.437	eV
HOMO	-5.09	eV
lowest unoccupied orbital energy	2.35	eV

Atoms and positions in Å:
1 C -3.86 1.07 2.36
2 N -3.28 1.77 3.62
3 C -4.40 1.81 4.65
4 C -2.19 0.91 4.29
5 C -2.71 3.18 3.47
6 C -1.51 3.26 2.50
7 O -1.85 2.75 1.24
8 H -4.46 1.87 1.94
9 H -4.39 0.17 2.68
10 H -2.99 0.84 1.75
11 H -4.79 0.80 4.80
12 H -5.22 2.47 4.40
13 H -4.03 2.13 5.62
14 H -1.43 0.64 3.56
15 H -2.67 -0.01 4.63
16 H -1.73 1.43 5.14
17 H -2.36 3.41 4.47
18 H -3.54 3.77 3.09
19 H -0.65 2.71 2.91
20 H -1.15 4.28 2.41
21 H -1.32 1.96 1.12
22 C 3.69 1.00 -5.27
23 N 3.10 2.03 -4.32
24 C 2.32 1.29 -3.23
25 C 4.17 2.91 -3.66
26 C 2.14 2.94 -5.23
27 C 1.49 4.20 -4.61
28 O 0.73 3.79 -3.51
29 H 4.26 0.30 -4.66
30 H 4.41 1.39 -5.99
31 H 2.80 0.55 -5.71
32 H 1.50 0.76 -3.71
33 H 1.98 2.01 -2.49
34 H 3.01 0.64 -2.68
35 H 4.92 3.30 -4.35
36 H 4.66 2.36 -2.86
37 H 3.68 3.76 -3.19
38 H 1.40 2.31 -5.72
39 H 2.82 3.30 -5.99
40 H 0.80 4.60 -5.34
41 H 2.17 5.03 -4.39
42 H 0.59 4.57 -2.97
43 C 3.92 -1.85 4.98
44 C 5.03 -0.95 4.42
45 C 4.61 0.57 4.57
46 N 5.39 1.45 3.57
47 C 6.90 1.21 3.75
48 C 5.16 2.95 3.82
49 C 4.14 3.34 2.74
50 C 4.52 2.55 1.48
51 C 4.95 1.20 2.11
52 H 2.98 -1.62 4.48
53 H 3.71 -1.79 6.05
54 H 4.15 -2.90 4.81
55 H 5.26 -1.18 3.37
56 H 5.95 -1.05 5.00
57 H 4.87 0.96 5.56
58 H 3.58 0.81 4.34
59 H 7.36 2.10 3.34
60 H 7.21 0.36 3.13
61 H 7.10 1.17 4.83
62 H 5.99 3.65 3.67
63 H 4.88 3.00 4.88
64 H 4.29 4.40 2.53
65 H 3.13 3.12 3.08
66 H 5.38 2.94 0.94
67 H 3.64 2.50 0.84
68 H 5.85 0.89 1.57
69 H 4.21 0.40 2.18
70 C -7.18 -0.77 -2.79
71 C -6.78 -2.26 -2.99
72 C -6.05 -2.86 -1.79
73 N -5.50 -4.30 -2.02
74 C -6.47 -5.15 -2.97
75 C -5.22 -4.98 -0.65
76 C -3.73 -5.20 -0.62
77 C -3.14 -4.14 -1.55
78 C -4.11 -4.19 -2.70
79 H -7.87 -0.63 -1.96
80 H -7.73 -0.43 -3.67
81 H -6.29 -0.19 -2.57
82 H -6.04 -2.39 -3.79
83 H -7.76 -2.67 -3.28
84 H -6.72 -2.97 -0.94
85 H -5.30 -2.22 -1.32
86 H -6.46 -4.59 -3.91
87 H -7.44 -5.06 -2.47
88 H -6.15 -6.17 -3.16
89 H -5.71 -5.95 -0.51
90 H -5.34 -4.30 0.19
91 H -3.43 -6.19 -0.98
92 H -3.32 -5.35 0.38
93 H -2.10 -4.23 -1.87
94 H -3.12 -3.13 -1.14
95 H -3.89 -5.12 -3.23
96 H -4.11 -3.31 -3.34
97 C -1.95 -3.21 3.98
98 F -1.60 -4.32 4.58
99 F -1.61 -2.15 4.78
100 F -1.28 -3.06 2.88
101 S -3.86 -3.25 3.61
102 O -4.49 -2.01 4.15
103 O -4.05 -3.38 2.17
104 N -4.42 -4.60 4.59
105 S -4.58 -5.74 3.62
106 O -5.82 -5.86 2.95
107 O -3.35 -5.95 2.85
108 C -4.65 -7.19 4.89
109 F -3.52 -7.10 5.53
110 F -5.77 -7.17 5.62
111 F -4.64 -8.39 4.28
112 C -1.71 6.97 -3.75
113 F -2.65 7.09 -2.81
114 F -1.85 5.77 -4.27
115 F -1.81 7.82 -4.73
116 S 0.07 7.11 -2.99
117 O 0.98 7.06 -4.13
118 O 0.07 8.41 -2.38
119 N 0.11 5.73 -1.90
120 S 1.09 6.27 -0.82
121 O 2.23 6.93 -1.44
122 O 0.41 7.01 0.27
123 C 1.80 4.62 -0.03
124 F 0.84 3.71 0.30
125 F 2.65 4.04 -0.93
126 F 2.42 4.93 1.10
127 C 6.07 -1.73 -0.06
128 F 6.56 -3.02 -0.24
129 F 4.76 -1.80 -0.05
130 F 6.48 -1.31 1.12
131 S 6.83 -0.43 -1.43
132 O 5.84 0.64 -1.49
133 O 8.09 0.03 -0.87
134 N 6.91 -1.39 -2.89
135 S 7.82 -0.62 -3.82
136 O 7.66 0.83 -3.81
137 O 9.20 -1.10 -3.83
138 C 7.20 -1.19 -5.57
139 F 5.88 -0.99 -5.67
140 F 7.74 -0.47 -6.58
141 F 7.44 -2.55 -5.74
142 C 0.55 -6.56 0.15
143 F 1.19 -7.22 -0.84
144 F -0.47 -5.86 -0.36
145 F 0.14 -7.45 1.09
146 S 1.82 -5.27 0.88
147 O 2.12 -4.30 -0.18
148 O 1.15 -4.80 2.10
149 N 3.16 -6.34 1.28
150 S 4.36 -5.46 1.02
151 O 4.65 -5.09 -0.34
152 O 4.52 -4.44 2.05
153 C 5.93 -6.70 1.30
154 F 7.07 -6.03 1.11
155 F 5.95 -7.13 2.60
156 F 5.73 -7.68 0.46
157 C 1.26 -1.16 1.93
158 F 2.61 -1.34 1.99
159 F 0.68 -2.12 1.29
160 F 0.77 -1.10 3.14
161 S 0.91 0.47 0.94
162 O 1.29 1.50 1.88
163 O 1.72 0.37 -0.29
164 N -0.82 0.50 0.74
165 S -1.08 0.04 -0.71
166 O -0.89 1.09 -1.72
167 O -0.45 -1.25 -1.13
168 C -3.05 -0.30 -0.74
169 F -3.45 -0.78 -1.98
170 F -3.38 -1.14 0.22
171 F -3.75 0.82 -0.61
172 C -4.71 5.48 0.45
173 F -4.89 4.24 0.92
174 F -5.24 6.39 1.29
175 F -3.43 5.70 0.25
176 S -5.58 5.68 -1.21
177 O -6.99 5.44 -0.96
178 O -5.32 7.01 -1.76
179 N -4.60 4.52 -2.04
180 S -5.69 3.93 -3.05
181 O -6.78 3.21 -2.44
182 O -6.13 4.80 -4.15
183 C -4.61 2.59 -4.06
184 F -5.36 2.18 -5.04
185 F -3.45 3.22 -4.49
186 F -4.30 1.57 -3.21



A 8-piece molecular cluster, H16O8 overall at a distorted geometry, computed with ωB97M-V/def2-TZVPD.

Results
total charge	0
E	-611.44415	a.u.
strongest force on any atom	4.9	eV Å⁻¹
gap between HOMO and LUMO	11.045	eV
HOMO	-11.52	eV
lowest unoccupied orbital energy	-0.48	eV

Atoms and positions in Å:
1 O -0.93 0.12 0.01
2 H -0.67 0.27 0.92
3 H -0.23 -0.36 -0.32
4 O 3.95 -0.41 -2.80
5 H 4.07 0.18 -3.63
6 H 3.05 -0.22 -2.58
7 O 0.93 2.24 2.49
8 H 1.38 1.57 2.08
9 H 0.48 2.83 1.82
10 O 1.04 -3.05 3.76
11 H 1.35 -2.79 4.64
12 H 0.41 -2.32 3.57
13 O -2.10 -1.87 1.35
14 H -1.35 -1.50 1.84
15 H -2.29 -1.28 0.66
16 O -0.59 -3.41 -2.41
17 H -1.12 -3.43 -3.16
18 H -1.15 -3.60 -1.66
19 O -1.39 4.89 0.51
20 H -1.73 4.44 -0.25
21 H -0.49 4.54 0.75
22 O -0.67 0.71 -2.73
23 H -1.60 0.90 -2.56
24 H -0.34 1.56 -2.31